[1]
C45H43BGeIrN12S | ωB97M-V/def2-TZVPD

XYZ file:
```
104
Properties=species:S:1:pos:R:3:mulliken_spin:R:1
Ir -1.0114 0.0245 -0.8080 0.01
C -5.0284 -0.8975 -1.2902 0.00
C -4.6054 0.2860 -1.8618 0.02
N -3.6790 0.8484 -1.0745 0.03
N -3.4426 0.0267 0.0174 0.00
C -4.2826 -1.0195 -0.1357 0.00
B -2.7130 0.1896 1.5452 0.00
N -1.8272 -1.0824 1.6405 0.00
C -1.8379 -2.1073 2.5161 0.00
C -0.8385 -2.9941 2.1648 0.00
C -0.2391 -2.4459 1.0325 0.00
N -0.8371 -1.2962 0.7267 0.00
N -1.8362 1.4321 1.5163 0.00
C -1.7880 2.5197 2.3076 0.01
C -0.7213 3.2955 1.8987 0.00
C -0.1494 2.6021 0.8319 0.01
N -0.8307 1.4760 0.6196 0.00
N -3.7734 0.2514 2.5690 0.00
C -5.1028 0.5807 2.5194 0.00
C -5.5585 0.6604 3.8015 0.00
C -4.4283 0.3774 4.6004 0.00
N -3.3586 0.1374 3.8690 0.00
H -5.7911 -1.5643 -1.6553 0.00
H -4.8982 0.7599 -2.7867 -0.01
H -4.3269 -1.7781 0.6314 0.00
H -2.5312 -2.1120 3.3411 0.00
H -0.5750 -3.9086 2.6666 0.00
H 0.5821 -2.8197 0.4380 0.00
H -2.4948 2.6432 3.1128 0.00
H -0.3938 4.2286 2.3231 0.00
H 0.7040 2.8560 0.2240 0.00
H -5.6244 0.7408 1.5888 0.00
H -6.5577 0.8862 4.1282 0.00
H -4.3657 0.3369 5.6766 0.00
C 3.5644 0.5673 -3.1982 0.00
N 2.2871 1.2073 -3.5378 0.00
C 2.0313 1.9247 -4.6962 0.00
C 0.7589 2.3353 -4.6472 0.01
N 0.2189 1.8770 -3.4291 0.02
C 1.1935 1.1608 -2.7815 -0.01
S 1.1793 0.2796 -1.2985 0.01
C -1.0575 2.2560 -2.9538 0.04
C -1.6801 3.3939 -3.5394 0.33
C -3.0047 3.7062 -3.2054 -0.05
C -3.6425 3.0187 -2.2226 0.36
C -2.8778 2.0338 -1.4115 -0.08
N -1.6274 1.5445 -2.0265 0.22
H 4.3122 0.9110 -3.9064 0.00
H 3.4604 -0.5145 -3.2691 0.00
H 3.8661 0.8567 -2.1913 0.00
H 2.7823 2.0648 -5.4556 0.00
H 0.1822 2.8743 -5.3748 0.00
H -1.1428 4.0046 -4.2461 0.01
H -3.5095 4.5107 -3.7242 0.01
H -4.6545 3.2543 -1.9176 -0.01
H -2.6119 2.5106 -0.4585 0.10
C 6.4897 2.1205 -0.7287 0.00
C 5.3639 2.7942 -0.2599 0.00
C 4.4518 2.1353 0.5464 0.00
C 4.6531 0.7855 0.8746 0.00
C 5.7891 0.1167 0.3947 0.00
C 6.7018 0.7852 -0.4062 0.00
Ge 3.4966 -0.0956 2.0877 0.00
C 3.3425 -1.9794 2.0823 0.00
C 2.9635 -2.6364 3.2617 0.00
C 2.9357 -4.0208 3.3031 0.00
C 3.2609 -4.7544 2.1676 0.00
C 3.6256 -4.1115 0.9870 0.00
C 3.6815 -2.7293 0.9450 0.00
C 2.3511 0.9035 3.2139 0.00
C 2.7754 2.1434 3.7128 0.00
C 1.9896 2.8241 4.6301 0.00
C 0.7752 2.2818 5.0344 0.00
C 0.3354 1.0605 4.5304 0.00
C 1.1277 0.3630 3.6354 0.00
H 7.2179 2.6480 -1.3305 0.00
H 5.2237 3.8402 -0.4986 0.00
H 3.5903 2.6691 0.9317 0.00
H 5.9829 -0.9113 0.6730 0.00
H 7.5911 0.2788 -0.7558 0.00
H 2.7262 -2.0730 4.1562 0.00
H 2.6827 -4.5295 4.2239 0.00
H 3.2492 -5.8360 2.2063 0.00
H 3.8942 -4.6939 0.1160 0.00
H 3.9916 -2.2333 0.0326 0.00
H 3.7319 2.5599 3.4205 0.00
H 2.3309 3.7624 5.0462 0.00
H 0.1718 2.8084 5.7630 0.00
H -0.6137 0.6479 4.8485 0.00
H 0.8055 -0.6077 3.2740 0.00
C -2.1170 -4.7279 -4.9538 0.00
C -1.8421 -3.6125 -4.0020 0.00
C -1.2000 -2.4387 -4.3959 0.00
C -0.9696 -1.4319 -3.4871 0.00
N -1.3325 -1.5104 -2.1943 0.00
C -1.9564 -2.6439 -1.8025 0.00
C -2.2236 -3.6860 -2.6592 0.00
H -1.6537 -4.5603 -5.9226 0.00
H -3.1939 -4.8349 -5.1012 0.00
H -1.7565 -5.6742 -4.5491 0.00
H -0.8777 -2.3068 -5.4204 0.00
H -0.4762 -0.5202 -3.7982 0.00
H -2.2302 -2.7135 -0.7610 0.00
H -2.7230 -4.5666 -2.2758 0.00
```

Computed properties:
- Net charge: +4
- E_LUMO (alpha / beta): -11.08 / -12.33 eV
- Spin multiplicity: 2
- M: 1059.63 g mol⁻¹
- ⟨S²⟩: 0.78


[2]
C48H50N4O6PRbS3 | ωB97M-V/def2-TZVPD

XYZ file:
```
113
Properties=species:S:1:pos:R:3:lowdin_charge:R:1
Rb -0.0286 -0.1856 0.0401 0.66
C 2.1324 1.3123 3.1668 -0.21
C 2.5277 -0.1638 2.9643 -0.21
N 1.4710 -0.9744 2.4099 -0.14
C 0.4457 -1.5108 3.2784 -0.24
C -0.5130 -0.4430 3.8374 -0.20
N -0.9945 0.5259 2.8634 -0.07
C -0.8800 1.9335 3.1861 -0.20
C 0.2174 2.6902 2.4011 -0.21
N 1.3539 1.8587 2.0783 -0.08
H 3.0547 1.8882 3.3517 0.11
H 1.5461 1.3969 4.0829 0.09
H 2.8881 -0.5464 3.9379 0.11
H 3.3713 -0.2106 2.2717 0.11
H 1.8439 -1.6947 1.8027 0.10
H 0.8612 -2.0695 4.1392 0.11
H -0.1437 -2.2097 2.6843 0.02
H -0.0126 0.1041 4.6429 0.10
H -1.3494 -0.9753 4.3077 0.11
H -1.9208 0.2993 2.5249 0.08
H -0.7014 2.0575 4.2641 0.10
H -1.8307 2.4297 2.9741 0.10
H 0.4833 3.5839 2.9978 0.11
H -0.1980 3.0458 1.4563 0.09
H 1.9308 2.2544 1.3501 0.09
C -4.6564 1.7507 2.2831 -0.11
C -4.4638 0.3979 2.0340 -0.09
C -3.9074 -0.0137 0.8295 -0.13
C -3.5349 0.9183 -0.1393 -0.37
C -3.7243 2.2712 0.1206 -0.07
C -4.2874 2.6828 1.3216 -0.10
P -2.7800 0.2528 -1.6858 1.02
C -4.2117 -0.7698 -2.2318 -0.37
C -5.5496 -0.4897 -1.9575 -0.09
C -6.5651 -1.2867 -2.4620 -0.10
C -6.2617 -2.3779 -3.2656 -0.11
C -4.9370 -2.6654 -3.5560 -0.09
C -3.9252 -1.8692 -3.0379 -0.09
C -2.8661 1.5860 -2.9340 -0.32
C -3.7244 1.6944 -3.9968 -0.07
C -3.5601 2.7667 -4.9045 -0.09
C -2.5760 3.7014 -4.7270 -0.05
C -1.6853 3.6201 -3.6271 -0.18
C -0.6727 4.5810 -3.3683 -0.07
C 0.1240 4.4447 -2.2597 -0.12
C -0.0789 3.3337 -1.4018 -0.19
C -1.0105 2.3381 -1.5782 -0.16
C -1.8285 2.5349 -2.7296 -0.27
H -5.0884 2.0762 3.2222 0.09
H -4.7358 -0.3487 2.7720 0.10
H -3.7436 -1.0709 0.6518 0.05
H -3.4232 3.0039 -0.6167 0.10
H -4.4312 3.7412 1.5073 0.10
H -5.8005 0.3606 -1.3344 0.11
H -7.5976 -1.0528 -2.2302 0.09
H -7.0540 -3.0018 -3.6617 0.09
H -4.6832 -3.5128 -4.1805 0.10
H -2.8933 -2.1091 -3.2711 0.09
H -4.5096 0.9658 -4.1576 0.09
H -4.2267 2.8449 -5.7559 0.09
H -2.4705 4.5179 -5.4344 0.10
H -0.5454 5.4128 -4.0546 0.09
H 0.9029 5.1710 -2.0508 0.09
H 0.6112 3.2808 -0.5517 0.06
C 3.4087 -0.1706 -3.3596 -0.18
S 2.2657 0.4567 -2.1246 0.89
O 2.4017 -0.4786 -0.9502 -0.68
C 3.2111 1.9094 -1.6720 -0.38
C 3.9157 1.9127 -0.4819 -0.08
C 4.6175 3.0538 -0.1142 -0.08
C 4.6093 4.1696 -0.9362 -0.09
C 3.8962 4.1528 -2.1292 -0.08
C 3.1849 3.0230 -2.5000 -0.08
H 4.3587 -0.3601 -2.8627 0.07
H 3.5162 0.5512 -4.1684 0.07
H 2.9821 -1.0850 -3.7662 0.04
H 3.8901 1.0237 0.1363 0.10
H 5.1680 3.0679 0.8188 0.10
H 5.1526 5.0601 -0.6464 0.10
H 3.8748 5.0258 -2.7683 0.10
H 2.5960 3.0163 -3.4089 0.12
N 0.0947 -2.5086 -2.3083 0.09
C 0.4239 -2.1609 -3.6202 -0.35
C 0.0467 -0.9359 -4.1654 -0.06
C 0.5773 -0.5204 -5.3834 -0.06
C 1.4843 -1.3038 -6.0747 -0.29
C 1.8081 -2.5539 -5.5638 -0.08
C 1.2859 -2.9825 -4.3585 -0.05
S 2.2913 -0.7212 -7.5648 0.39
O 1.8624 -1.6349 -8.6172 -0.38
O 3.7142 -0.8320 -7.2411 -0.39
O 1.8256 0.6503 -7.7303 -0.38
H 0.2173 -3.4850 -2.0844 0.09
H -0.8073 -2.1913 -1.9745 0.01
H -0.6169 -0.2771 -3.6151 0.08
H 0.3151 0.4498 -5.7861 0.11
H 2.5068 -3.1806 -6.1037 0.11
H 1.5806 -3.9438 -3.9501 0.10
O -7.0247 -4.1916 5.1644 0.08
C -5.6912 -4.0822 5.4319 -0.50
O -5.3192 -4.2560 6.5668 0.08
C -4.7975 -3.8258 4.2841 -0.17
C -5.2367 -3.6420 2.9669 -0.05
C -4.3455 -3.4137 1.9418 -0.14
C -2.9529 -3.3529 2.1665 -0.74
S -1.8720 -3.0454 0.8541 0.50
C -2.5281 -3.5370 3.4991 -0.12
C -3.4194 -3.7672 4.5224 -0.03
H -7.1650 -4.0634 4.2199 0.07
H -6.2892 -3.6636 2.6941 0.10
H -4.7057 -3.2673 0.9305 0.10
H -1.4694 -3.5102 3.7155 0.08
H -3.0665 -3.9091 5.5355 0.11
```

Computed properties:
- Net charge: -2
- E_LUMO: 3.09 eV
- M: 991.59 g mol⁻¹


[3]
H4O2 | ωB97M-V/def2-TZVPD

XYZ file:
```
6
Properties=species:S:1:pos:R:3:lowdin_charge:R:1
H 1.4848 -0.2689 -1.5047 0.01
H 0.2413 0.6236 -1.3280 0.02
H -0.8509 0.4285 2.4000 0.02
H -0.5861 -0.7605 1.4260 0.05
O 0.5563 -0.2132 -1.6342 -0.04
O -0.5925 0.2104 1.5100 -0.06
```

Computed properties:
- Structure (SMILES): O.O
- E_LUMO: 0.93 eV
- M: 36.03 g mol⁻¹


[4]
C6H8 | ωB97M-V/def2-TZVPD

XYZ file:
```
14
Properties=species:S:1:pos:R:3:mulliken_spin:R:1
C 1.9864 0.8012 0.6577 0.22
C 1.5680 0.0863 -0.5904 -0.03
C -2.3999 -0.6589 -0.5158 0.89
C 0.7726 -0.2115 0.7163 -0.13
C -1.3405 0.3771 -0.1898 -0.59
C -0.4621 0.4784 0.8405 0.61
H 3.0846 0.6214 1.0024 0.01
H 1.9602 -0.8550 -0.9486 0.01
H 1.0474 0.7304 -1.2733 0.00
H -2.0378 -1.4271 -1.2535 -0.03
H -3.4834 -0.4594 -0.3071 -0.02
H -0.9598 0.7636 -1.1375 0.02
H -0.4895 0.9484 1.8764 -0.03
H 0.7535 -1.1950 1.1228 0.07
```

Computed properties:
- Net charge: -1
- E_LUMO (alpha / beta): 4.21 / 4.08 eV
- Spin multiplicity: 2
- M: 80.13 g mol⁻¹
- ⟨S²⟩: 1.10


[5]
C2H7N5O | ωB97M-V/def2-TZVPD

XYZ file:
```
15
Properties=species:S:1:pos:R:3:lowdin_charge:R:1
C 0.5535 0.2218 -0.2880 -0.45
C -1.5631 0.0932 0.9905 -0.23
H 1.0737 -2.1710 -2.2328 0.10
H 1.7899 -2.4577 -0.7275 0.09
H -0.4373 -1.6289 -0.5013 0.11
H 2.2581 0.4286 -1.0400 0.06
H 0.6513 2.1110 1.2329 0.09
H -0.2878 2.6914 -0.0233 0.10
H -2.1277 0.7269 1.6778 0.13
N 1.4195 -1.7533 -1.3584 0.01
N 0.3910 -1.0826 -0.7467 -0.06
N 1.5640 0.9572 -0.4597 0.11
N -0.5176 0.7918 0.4163 -0.11
N -0.3254 2.1359 0.8587 0.06
O -1.8229 -1.1166 0.8035 -0.02
```

Computed properties:
- Structure (SMILES): [H]/N=C(\NN)N(N)C=O
- E_LUMO: 0.80 eV
- M: 117.11 g mol⁻¹


[6]
C4H4Br3N3 | ωB97M-V/def2-TZVPD

XYZ file:
```
14
Properties=species:S:1:pos:R:3:lowdin_charge:R:1
C 0.3885 -0.9922 2.2073 -0.20
C -0.6593 -0.3511 1.6431 0.08
C -0.3702 0.0547 0.3265 -0.43
C 2.1681 2.1030 0.9586 -1.60
N 1.3369 -0.9880 1.2647 0.00
N 0.8545 -0.4045 0.1389 -0.02
N -1.1029 0.8326 -0.6739 0.03
Br 2.6382 2.7103 2.6908 0.60
Br 0.8391 3.2177 0.1560 0.61
Br 3.7004 1.8425 -0.2430 0.53
H 0.4529 -1.7203 2.9885 0.10
H 1.5952 -0.2674 -0.6390 0.17
H -0.3632 1.3400 -1.2757 0.06
H -1.8086 1.4097 -0.1473 0.09
```

Computed properties:
- E_LUMO (alpha / beta): -0.69 / -1.79 eV
- M: 333.81 g mol⁻¹


[7]
C2H4CdLiO | ωB97M-V/def2-TZVPD

XYZ file:
```
9
Properties=species:S:1:pos:R:3:mulliken_spin:R:1
O 1.2942 0.4424 -0.0351 0.05
Li 3.0132 0.1930 -0.0802 0.06
Cd 0.2235 2.0773 -0.0605 0.65
C 0.0423 -0.5890 0.0144 -0.01
C -1.2290 0.1873 0.0243 0.25
H 0.1474 -1.2366 -0.8740 0.00
H 0.1824 -1.2126 0.9150 0.00
H -1.8090 0.1024 0.9559 0.00
H -1.8649 0.0359 -0.8599 0.00
```

Computed properties:
- E_LUMO (alpha / beta): -1.04 / -1.17 eV
- Spin multiplicity: 2
- M: 163.41 g mol⁻¹
- ⟨S²⟩: 0.76


[8]
C20H27BrN4O6 | ωB97M-V/def2-TZVPD

XYZ file:
```
58
Properties=species:S:1:pos:R:3:lowdin_charge:R:1
C 0.1022 5.2342 2.1236 -0.14
H 1.0329 5.5998 2.4561 0.03
H -0.1677 4.2287 2.7569 0.11
C 0.4710 4.6883 0.6877 -0.22
C 1.7787 3.6890 0.5933 -0.17
C 1.9266 3.2899 -0.7012 -0.18
H 2.8011 2.8420 -0.6777 0.09
H 2.1514 3.9668 -1.3032 0.06
C 0.9212 2.2305 -1.2355 -0.06
N 1.0554 0.8648 -1.0300 -0.05
C 1.3680 -0.0503 -1.7667 -0.49
O 1.6493 0.2912 -2.9580 0.03
C 1.8743 -1.4005 -1.6530 -0.03
H 1.1944 -1.6986 -0.5032 0.21
H 2.8942 -1.6865 -1.5117 0.15
O 1.0882 -2.1620 -2.4811 0.03
C -0.1343 -2.0127 -2.8560 -0.27
O -0.8868 -1.2903 -2.0684 0.01
C -0.6535 -3.0937 -3.8459 -0.20
C -0.0310 -3.6641 -4.6820 -0.18
C -0.7803 -4.2651 -5.5940 0.03
C -2.2004 -3.6290 -5.0708 -0.73
O -2.0346 -2.9770 -4.0692 0.09
Br -3.9291 -3.8558 -5.8178 0.77
H -0.5881 -5.1337 -6.3374 0.14
H 1.1005 -3.9524 -4.7760 0.20
C 0.9683 0.5876 0.2578 -0.10
C -0.4438 0.1819 0.9826 -0.15
N -1.5126 0.6120 0.1360 0.17
H -2.4118 0.2061 0.3832 0.07
H -1.3136 0.1994 -0.8099 0.09
N -0.4321 0.0087 2.2492 0.09
C 0.4710 -0.0714 3.1186 -0.57
O 0.4531 -0.1450 4.2359 0.22
N 1.7898 0.1280 2.5228 0.27
C 1.9186 0.1774 1.2976 -0.30
O 3.3382 0.1959 0.8135 -0.19
H 2.3134 0.1168 3.1757 0.05
C -1.9038 -0.2068 2.8423 -0.03
C -2.5447 -1.5346 2.6142 -0.14
C -1.6844 -2.6536 2.7662 -0.40
C -0.6706 -2.9434 1.9997 -0.21
H 0.3011 -2.2491 1.8186 0.12
H 0.0611 -3.9126 2.0943 0.15
H -0.8711 -3.2864 0.9982 0.07
H -1.1025 -2.5635 3.6776 0.14
H -2.2104 -3.5776 2.9045 0.14
H -2.6502 -1.6319 1.1771 0.22
H -3.3802 -1.7795 3.0013 0.05
H -2.5828 0.6604 2.6337 0.15
H -1.7384 -0.2123 3.8982 0.11
H -0.1464 2.4957 -0.9448 0.13
H 0.8614 2.1324 -2.4811 0.20
H 1.2537 2.9183 1.2623 0.14
H 2.3769 4.1887 0.9992 0.01
H -0.6924 4.3185 0.3716 0.15
H 0.8159 5.5696 0.0914 0.10
H -0.6340 6.0169 2.2336 0.05
```

Computed properties:
- E_LUMO: 0.13 eV
- M: 499.36 g mol⁻¹